{"formula": "C4H14NO", "method": "wB97M-V/def2-TZVPD", "elements": ["C", "C", "C", "C", "N", "H", "H", "H", "H", "H", "H", "H", "H", "H", "H", "H", "H", "H", "H", "O"], "coordinates": [[-0.39198, -0.24872, -1.08558], [0.81873, -0.40890, -0.16421], [1.38111, -1.84527, -0.22539], [1.94061, 0.63525, -0.40172], [-1.24223, 0.88995, -0.58362], [0.04943, 0.05170, -2.04413], [-0.87808, -1.18537, -1.36427], [0.62234, -0.32989, 0.92526], [0.87551, -2.43368, 0.57406], [1.17138, -2.39412, -1.13988], [2.46578, -1.92731, -0.01693], [1.99651, 1.07606, -1.41738], [2.89197, 0.25328, -0.06032], [1.83161, 1.52486, 0.21823], [-2.19343, 0.76627, -0.92798], [-1.38119, 0.73979, 0.46581], [-0.74754, 1.72468, -0.88452], [-2.10536, 1.55988, 2.42003], [-2.75181, 0.20076, 1.98240], [-1.92004, 0.67199, 2.09271]], "forces_ev_per_angstrom": [[1.8901, 0.0247, -0.5032], [1.4758, -0.5116, 0.9141], [-0.2470, -0.9474, 0.6831], [-0.5906, 0.9737, -0.2223], [-0.3846, -2.2384, 0.3169], [-0.3520, 0.2392, 0.0448], [-0.7350, 0.2687, 0.8963], [-0.7654, 0.3299, -0.6447], [0.3383, 0.2330, -0.5348], [0.1168, 0.1818, -0.3450], [-0.6365, 0.3174, -0.1906], [0.1857, -0.7948, 0.2026], [0.2761, -0.2617, -0.3804], [-0.4136, 0.1083, 0.2557], [0.0898, 0.7952, -0.6171], [0.5257, 0.9002, -0.3528], [-0.6239, 0.4687, 0.4099], [-0.2379, -0.1032, 0.1942], [-0.2602, 0.1089, 0.4661], [0.3484, -0.0926, -0.5929]], "nbo_charge": [-0.24, -0.27, -0.61, -0.63, -0.71, 0.23, 0.25, 0.22, 0.22, 0.21, 0.24, 0.21, 0.24, 0.21, 0.44, 0.47, 0.45, 0.51, 0.50, -0.94], "gap_ev": 11.54, "e_lumo_ha": -0.1296, "total_charge": 1, "e_homo_ev": -15.1}